Entry 1:
Below is an isolated molecule of C4H6FIO2, with properties calculated with ωB97M-V with the def2-TZVPD basis set.

Each line ends with the natural charge from an NBO analysis.
Element x y z (Å)
C 1.99476 -0.25828 -0.19642  -0.646
C 0.92872 0.72931 0.23450  0.196
F 0.90210 0.80450 1.62965  -0.353
C -0.47964 0.37416 -0.28363  -0.105
O -1.20753 -0.27126 0.77959  -0.520
C -2.30924 -0.91244 0.36859  0.700
O -2.48937 -2.08202 0.41448  -0.506
I -3.91427 0.40484 -0.18321  0.008
H 2.19604 -0.14903 -1.26778  0.217
H 2.92473 -0.03657 0.33739  0.231
H 1.70662 -1.28940 0.02686  0.222
H 1.17978 1.73418 -0.12813  0.166
H -1.02226 1.27029 -0.60369  0.199
H -0.41043 -0.31828 -1.12819  0.191

Calculated values
ΔE to the lowest compared entry with this formula, charge and spin	0.0	kcal/mol
max |F|	0.71	eV Å⁻¹
SMILES	C[C@H](F)COC(=O)I
HOMO level	-10.0	eV
frontier orbital gap	10.27	eV

=====

Entry 2:
Below is a structure of composition C28H36IrN12S2, with properties calculated with ωB97M-V with the def2-TZVPD basis set.

Each line ends with the Mulliken spin population.
Element x y z (Å)
Ir -0.54380 -0.01185 -2.25872  2.701
C -6.55456 0.60713 -6.59284  0.045
C -6.43159 0.30585 -5.07955  0.066
C -7.79053 -0.21766 -4.55641  0.043
C -6.07182 1.59259 -4.34011  0.006
C -5.40827 -0.77512 -4.89999  0.036
C -5.63983 -2.05214 -5.54925  0.128
C -4.77279 -3.09432 -5.45121  -0.025
C -3.60918 -2.89764 -4.68310  0.176
S -2.35127 -3.99326 -4.39277  0.093
C -1.52898 -2.76533 -3.42246  0.162
N -2.16679 -1.63047 -3.31676  0.063
C -3.35007 -1.63855 -4.02471  0.117
C -4.24644 -0.59972 -4.13682  0.120
C -0.24004 -2.98130 -2.82288  -0.042
C 0.34799 -4.24803 -2.78357  0.026
C 1.57797 -4.41752 -2.16851  0.031
C 2.22057 -3.32334 -1.60710  0.026
C 1.64798 -2.05060 -1.66915  0.054
C 0.40793 -1.85413 -2.26290  0.391
H -7.30679 1.38511 -6.72234  0.005
H -6.87710 -0.25741 -7.17153  -0.001
H -5.61190 0.97079 -7.00321  -0.003
H -8.53235 0.56839 -4.69658  0.005
H -7.74300 -0.45526 -3.49295  -0.003
H -8.14213 -1.09647 -5.09520  -0.001
H -6.85207 2.33187 -4.51325  0.000
H -5.13405 2.02198 -4.69978  -0.001
H -6.00734 1.43922 -3.26032  -0.001
H -6.54092 -2.17222 -6.13349  -0.003
H -4.96421 -4.03773 -5.94424  0.001
H -4.04665 0.34303 -3.64735  0.013
H -0.15199 -5.10812 -3.21427  0.004
H 2.03219 -5.39770 -2.12647  0.002
H 3.17917 -3.45541 -1.12219  0.002
H 2.18375 -1.21798 -1.22740  0.023
N -3.87186 -0.05406 0.62204  0.006
C -3.37394 -0.56494 -0.49903  0.009
N -2.27499 0.10838 -0.80984  0.132
C -2.15588 1.02199 0.19981  0.020
N -3.11273 0.95407 1.08297  0.007
C -1.01022 1.92071 0.21878  -0.017
C -0.82947 2.93946 1.14707  -0.004
N 0.24014 3.71891 1.10954  0.005
C 1.13087 3.49420 0.15226  0.001
C 0.96310 2.48060 -0.78139  -0.021
N -0.11012 1.69210 -0.74351  0.150
H -4.69738 -0.33634 1.13451  0.002
H -3.80682 -1.38847 -1.04085  -0.002
H -1.56491 3.11468 1.92307  0.001
H 2.00452 4.13340 0.12368  0.001
H 1.69035 2.29653 -1.55791  0.013
C 4.05960 2.44552 -5.17825  0.001
C 2.58140 2.50846 -5.19826  0.002
N 1.85440 3.32490 -5.89316  0.013
N 0.57012 3.00585 -5.59366  0.033
C 0.46913 2.01771 -4.71857  -0.009
S -0.99273 1.27397 -4.18615  0.338
N 1.74851 1.68350 -4.44815  -0.003
N 2.09273 0.67130 -3.55208  0.063
H 4.44389 3.17809 -5.88373  0.000
H 4.41408 1.45682 -5.47306  0.000
H 4.45548 2.68384 -4.18916  0.000
H -0.18461 3.50897 -6.04059  0.002
H 2.25356 -0.19455 -4.06295  0.003
H 2.95988 0.93091 -3.08955  -0.002
N 9.28148 -0.79166 17.52960  0.000
C 9.10970 0.47621 16.73464  0.000
C 8.95083 0.11843 15.25551  0.000
N 7.89400 -0.81208 14.98174  0.000
H 9.20944 -0.63799 18.53627  0.000
H 10.18328 -1.23393 17.34169  0.000
H 8.54297 -1.44281 17.23623  0.000
H 9.97056 1.11344 16.92540  0.000
H 8.21274 0.95693 17.12126  0.000
H 9.88705 -0.29171 14.87112  0.000
H 8.79504 1.06014 14.72488  0.000
H 6.94238 -0.57060 15.19371  0.000
H 8.09332 -1.78757 14.86345  0.000

Calculated values
ΔE to the lowest compared entry with this formula, charge and spin	13.9	kcal/mol
max |F|	0.43	eV Å⁻¹
charge	+4
spin multiplicity	6
HOMO level (spin up / spin down)	-15.8 / -15.8	eV
frontier orbital gap (spin up / spin down)	6.51 / 3.35	eV
<S²>	8.780

=====

Entry 3:
Below is a structure of composition C11H19N5V in a non-equilibrium geometry, with properties calculated with ωB97M-V with the def2-TZVPD basis set.

Each line ends with the Mulliken spin population.
Element x y z (Å)
V 11.19497 8.44742 4.24462  2.808
C 14.69045 8.14360 4.35540  0.025
C 13.53906 9.00139 4.69803  -0.059
C 12.88918 8.90019 5.94066  0.001
C 11.80815 9.75116 6.23009  0.003
C 11.34427 10.66990 5.27512  0.030
C 12.03649 10.82531 4.06794  0.012
C 13.08621 9.96023 3.77105  0.052
H 15.57714 8.57249 4.80670  0.003
H 14.85507 8.09688 3.30268  -0.004
H 14.58514 7.13050 4.73866  -0.002
H 13.26768 8.18823 6.67240  -0.003
H 11.30763 9.67448 7.19020  0.008
H 10.46712 11.26152 5.51507  0.004
H 11.73547 11.56356 3.34371  0.004
H 13.62453 10.07734 2.82815  -0.001
C 6.17209 6.35506 3.67205  -0.001
N 7.00963 7.50722 3.62335  0.012
C 6.37040 8.79042 3.81967  0.001
C 8.33351 7.38978 3.71962  0.034
N 9.18511 8.37745 3.82992  -0.036
N 8.73128 6.08206 3.69998  0.002
C 10.03645 5.64111 3.69012  0.050
N 10.14513 4.34341 3.44444  0.010
N 11.06703 6.40094 3.88757  0.002
H 5.17698 6.67193 3.41761  -0.001
H 6.18023 5.87949 4.66584  0.001
H 6.43279 5.62165 2.89781  0.001
H 5.36030 8.69417 3.43257  0.000
H 6.86611 9.57582 3.27363  -0.001
H 6.33677 9.00664 4.89756  0.000
H 8.69744 9.28226 3.81945  0.038
H 8.01433 5.36395 3.66668  0.001
H 9.33363 3.78366 3.25500  -0.001
H 11.03062 3.85119 3.44174  -0.001
H 11.90433 5.85969 3.82445  0.010

Calculated values
max |F|	1.30	eV Å⁻¹
charge	+2
spin multiplicity	4
HOMO level (spin up / spin down)	-15.3 / -16.2	eV
frontier orbital gap (spin up / spin down)	9.17 / 9.41	eV
<S²>	3.760

=====

Entry 4:
Below is a structure of composition C4H8N2O in a non-equilibrium geometry, with properties calculated with ωB97M-V with the def2-TZVPD basis set.

Each line ends with the natural charge from an NBO analysis.
Element x y z (Å)
C 0.93485 0.56214 -1.37919  -0.627
C 0.34549 0.40289 0.35449  -0.315
C 1.07662 -0.49270 1.05743  -0.326
H 0.36168 1.44207 0.66098  0.216
H 1.42590 -0.35147 -1.70761  0.217
H 1.67391 1.33986 -1.22395  0.229
H 0.16819 0.92725 -2.06522  0.225
H 1.02234 -1.55424 0.86130  0.191
H 1.74214 -0.19279 1.85603  0.195
O -1.44504 -1.11330 -1.45728  -0.515
N -1.97917 -0.94811 -0.23523  -0.112
N -1.97640 0.36356 1.64955  -0.571
C -1.46294 -0.12228 0.61140  0.373
H -0.50748 -0.77360 -1.43655  0.471
H -1.38008 0.51072 2.45386  0.352

Calculated values
ΔE to the lowest compared entry with this formula, charge and spin	185.8	kcal/mol
max |F|	4.13	eV Å⁻¹
HOMO level (spin up / spin down)	-7.8 / -8.9	eV
frontier orbital gap (spin up / spin down)	6.26 / 8.08	eV

=====

Entry 5:
Below is an isolated molecule of C3H6S2 in a non-equilibrium geometry, with properties calculated with ωB97M-V with the def2-TZVPD basis set.

Each line ends with the natural charge from an NBO analysis.
Element x y z (Å)
C -2.00751 0.85859 -0.00741  -0.768
S -0.77683 -0.51372 -0.03769  0.415
C 0.78800 -0.00964 -0.03935  -0.267
C 1.75353 -1.12485 -0.01010  -0.685
S 1.22901 1.70570 -0.02510  -0.169
H -1.62570 1.67154 0.70306  0.263
H -2.27229 1.25078 -1.07439  0.248
H -2.93680 0.53462 0.44993  0.238
H 2.16583 -1.30392 1.00493  0.255
H 1.15303 -2.03300 -0.22219  0.217
H 2.52974 -1.03609 -0.74169  0.253

Calculated values
ΔE to the lowest compared entry with this formula, charge and spin	22.8	kcal/mol
max |F|	5.68	eV Å⁻¹
SMILES	CSC(C)=S
HOMO level	-8.3	eV
frontier orbital gap	8.18	eV

=====

Entry 6:
Below is a cluster of 2 separate species, CH2ClNOS in total in a non-equilibrium geometry, with properties calculated with ωB97M-V with the def2-TZVPD basis set.

Each line ends with the natural charge from an NBO analysis.
Element x y z (Å)
C 1.33700 0.49004 -0.11506  0.529
N -0.92711 0.50618 -0.01582  -0.878
O 1.97881 1.44727 -0.02131  -0.478
S -1.57424 -0.93027 -0.27429  0.338
Cl 1.73983 -1.13129 0.17372  0.008
H -1.11497 1.16309 -0.77381  0.377
H -1.43931 -1.54501 1.02658  0.104

Calculated values
ΔE to the lowest compared entry with this formula, charge and spin	68.2	kcal/mol
max |F|	2.59	eV Å⁻¹
HOMO level (spin up / spin down)	-8.2 / -8.4	eV
frontier orbital gap (spin up / spin down)	7.66 / 7.90	eV

=====

Question: Look up the max |F| of the first one.
Answer: 0.71 eV Å⁻¹